The following is a quantum chemistry calculation of C3H8N4 as an isolated structure in a non-equilibrium geometry, from the OMol25 dataset.

Orbital gap (eV): 8.9
Relative energy (zero: lowest compared OMol25 entry of this formula, charge and spin) (kJ/mol): 693.1
Energy (eV): -9194.4502
Lowest unoccupied orbital energy (eV): 0.59
Molecular weight (g/mol): 100.13

```
! wB97M-V def2-TZVPD RIJCOSX def2/J DEFGRID3
* xyz 0 1
C 0.515 0.786 0.223
C -0.657 0.007 0.531
C -1.961 0.284 -0.145
H 0.064 -1.736 -0.229
H 2.020 -1.968 0.848
H 2.277 0.292 -0.415
H 1.333 2.220 -0.479
H -0.923 -0.553 1.423
H -1.773 0.964 -0.928
H -2.702 0.167 0.641
H -1.775 -1.508 0.436
N 1.381 -1.526 -0.128
N 1.467 -0.044 -0.084
N 0.459 1.972 -0.052
N -1.293 -1.022 -0.444
*
```

natural (NBO) population analysis, charges in e, atoms 1 to 5: atom 1 (C): 0.3680, atom 2 (C): -0.1183, atom 3 (C): -0.2485, atom 4 (H): 0.4434, atom 5 (H): 0.3359